{
  "formula": "C25H44Cl5N2O16PS2",
  "method": "ωB97M-V with the def2-TZVPD basis set",
  "largest_force_ev_per_a": 1.64,
  "gap_ev": 1.83,
  "molar_mass_g_mol": 901.00,
  "homo_energy_ev": -5.16,
  "energy_ev": -155942.8052,
  "symbols": ["C", "O", "C", "C", "C", "O", "S", "O", "O", "P", "O", "O", "S", "H", "H", "H", "H", "H", "H", "H", "H", "H", "H", "H", "O", "H", "H", "H", "C", "C", "C", "O", "C", "C", "C", "O", "O", "O", "H", "H", "H", "H", "C", "Cl", "Cl", "Cl", "Cl", "C", "C", "C", "C", "C", "C", "N", "O", "O", "H", "H", "H", "H", "H", "C", "O", "C", "C", "O", "C", "H", "H", "H", "H", "H", "H", "H", "H", "H", "H", "C", "C", "C", "O", "C", "N", "H", "H", "H", "H", "H", "H", "H", "H", "H", "H", "H", "Cl"],
  "xyz": [[4.340, 0.517, 0.236], [4.258, 1.579, 1.154], [2.933, 1.891, 1.536], [2.204, 2.658, 0.441], [0.835, 3.153, 0.847], [0.041, 2.113, 1.491], [-1.315, 1.711, 0.770], [-1.081, 1.588, -0.664], [-1.463, 0.073, 1.243], [-0.178, -0.853, 1.482], [0.779, -0.525, 0.223], [-0.794, -2.289, 1.153], [0.704, -0.792, 3.165], [5.259, -0.038, 0.414], [4.373, 0.889, -0.799], [3.501, -0.179, 0.327], [2.981, 2.512, 2.432], [2.390, 0.991, 1.828], [2.823, 3.531, 0.216], [2.145, 2.070, -0.474], [0.959, 3.928, 1.602], [0.306, 3.619, 0.018], [0.221, -0.175, -0.493], [-0.121, -2.943, 1.386], [2.281, 1.128, -2.756], [1.277, 1.385, -2.776], [2.761, 1.569, -3.479], [2.417, 0.165, -2.772], [0.042, 1.803, -5.651], [-0.574, 2.160, -6.798], [-1.884, 2.926, -6.790], [-2.347, 3.202, -7.875], [-2.473, 3.259, -5.514], [-1.861, 2.893, -4.381], [-0.557, 2.151, -4.404], [-0.068, 1.866, -3.299], [-2.375, 3.152, -3.187], [-0.111, 1.879, -7.985], [0.972, 1.250, -5.650], [-3.417, 3.786, -5.516], [-1.787, 2.784, -2.498], [-0.756, 2.252, -8.626], [4.312, -3.446, 3.230], [5.426, -4.351, 2.194], [2.674, -3.549, 2.562], [4.325, -4.124, 4.849], [4.804, -1.750, 3.283], [-5.007, -1.205, -0.944], [-6.135, -1.264, -1.751], [-6.060, -0.886, -3.083], [-4.845, -0.458, -3.582], [-3.710, -0.388, -2.794], [-3.797, -0.764, -1.464], [-4.757, -0.067, -5.000], [-5.767, -0.103, -5.664], [-3.667, 0.283, -5.421], [-5.071, -1.504, 0.094], [-7.077, -1.604, -1.344], [-6.932, -0.924, -3.719], [-2.775, -0.043, -3.209], [-2.921, -0.715, -0.831], [7.431, -9.796, 6.223], [6.109, -10.299, 6.248], [5.214, -9.500, 7.004], [4.331, -8.657, 6.113], [5.077, -7.661, 5.428], [5.325, -7.978, 4.073], [7.990, -10.383, 5.497], [7.456, -8.744, 5.926], [7.906, -9.905, 7.204], [5.760, -8.863, 7.706], [4.581, -10.180, 7.583], [3.594, -8.140, 6.735], [3.791, -9.291, 5.404], [4.403, -7.915, 3.484], [5.754, -8.977, 3.965], [6.033, -7.244, 3.691], [-4.695, 7.027, -0.485], [-4.249, 5.717, -1.127], [-4.221, 4.567, -0.118], [-3.131, 4.604, 0.785], [-3.301, 5.496, 1.892], [-2.945, 5.897, -1.791], [-3.904, 7.476, 0.102], [-4.978, 7.751, -1.248], [-5.552, 6.866, 0.157], [-4.973, 5.437, -1.902], [-4.110, 3.624, -0.672], [-5.166, 4.504, 0.435], [-4.342, 5.546, 2.213], [-2.959, 6.503, 1.657], [-2.691, 5.109, 2.712], [-2.702, 5.033, -2.267], [-2.242, 5.987, -1.061], [-5.352, 8.788, 1.737]]
}